{"formula": "C23H68NO23S", "method": "wB97M-V/def2-TZVPD", "elements": ["S", "O", "O", "O", "O", "O", "O", "O", "O", "O", "O", "O", "O", "O", "O", "O", "O", "O", "O", "O", "O", "O", "O", "O", "N", "C", "C", "C", "C", "C", "C", "C", "C", "C", "C", "C", "C", "C", "C", "C", "C", "C", "C", "C", "C", "C", "C", "C", "H", "H", "H", "H", "H", "H", "H", "H", "H", "H", "H", "H", "H", "H", "H", "H", "H", "H", "H", "H", "H", "H", "H", "H", "H", "H", "H", "H", "H", "H", "H", "H", "H", "H", "H", "H", "H", "H", "H", "H", "H", "H", "H", "H", "H", "H", "H", "H", "H", "H", "H", "H", "H", "H", "H", "H", "H", "H", "H", "H", "H", "H", "H", "H", "H", "H", "H", "H"], "xyz": [[-0.53240, 0.25210, 0.60802], [-0.91040, -0.56590, 1.75102], [0.86060, -4.86890, -2.29898], [-3.69340, -3.39690, -2.75098], [-3.28440, -5.52390, -0.65198], [3.12060, 1.54210, 0.32902], [-3.70840, 0.11810, -1.40898], [0.41060, 3.20810, 2.91402], [-2.73340, 2.92110, 2.29702], [2.42960, -1.03690, 2.11702], [-1.24340, -0.09490, -0.51198], [-0.67640, 0.44510, -3.15298], [-1.05440, 3.96510, 0.01902], [-0.77640, 1.55810, 0.97502], [-0.92340, -1.61290, 4.14602], [3.91460, 4.85710, -0.60098], [0.87860, -0.04690, 0.32402], [2.12660, -1.60490, -1.28298], [-1.74340, -3.11090, 1.58302], [-1.27640, -1.80490, -4.68998], [3.43660, -4.12790, 3.35102], [2.33160, 1.96310, 5.94302], [-5.03240, 0.58610, 2.07502], [-2.73540, 0.40310, 3.31302], [2.74260, 1.55610, -4.10698], [3.10060, 2.85410, -3.59398], [1.17660, -2.64290, -1.43798], [1.52560, -3.55890, -2.55998], [3.43460, 0.50810, -3.34898], [1.41960, 2.86510, 5.15902], [-2.59240, -2.12590, -4.38798], [4.15760, 3.74410, 0.15402], [-2.66340, 4.29210, 1.78502], [-2.45240, -2.85490, -3.01298], [-2.22140, -3.48090, 0.37902], [-1.66540, -0.75990, 5.10202], [3.64460, -2.80590, 2.98102], [2.39360, -2.32590, 2.40102], [2.83760, 2.83310, 0.44402], [0.47660, 1.29610, -2.86098], [-2.97440, -0.39690, 4.41702], [-4.81140, -0.21090, 0.85702], [-4.27540, 0.69110, -0.21198], [3.19360, 1.63210, -5.55898], [0.99860, 2.24610, 3.84202], [1.24460, 1.25610, -4.28098], [-2.38840, 4.24610, 0.24102], [-2.31940, -5.05490, 0.28802], [0.87460, -5.32090, -3.23798], [-1.21840, -0.90690, -4.29598], [-3.58040, -1.25890, 4.30402], [0.64860, 2.22510, -4.92298], [0.00860, -2.28590, -1.54898], [0.55960, 3.41810, 5.77702], [-3.34340, 0.29010, 5.08602], [2.62860, 3.13410, -2.53598], [-4.07440, 0.63210, 2.47402], [4.62560, 3.98110, 1.12902], [-3.61340, 4.82810, 2.13702], [1.15560, -3.41290, -0.45798], [3.26860, 0.65610, -2.37198], [-1.93140, -0.12190, 2.85302], [-2.99940, -2.80390, -5.30198], [4.26660, -4.72390, 3.38802], [-0.90340, -1.22090, 3.29002], [4.82960, 5.45010, -0.50498], [-1.50740, -2.89390, -0.53398], [-3.23740, -3.28990, 0.22002], [-2.82940, -0.07890, -1.25798], [1.81160, 2.92510, -0.09798], [1.53660, -2.47690, 3.12402], [3.32160, -0.50090, -3.76598], [-1.86940, 4.90710, 2.34402], [-1.03240, 0.31210, -2.22398], [1.97360, -0.92790, 1.26302], [-1.27140, -5.50190, -0.08998], [-3.47340, -3.83290, -1.88798], [2.95160, 1.35910, 5.36902], [-2.82140, 3.38710, -0.38298], [2.56160, -3.66990, -2.93098], [4.67560, -2.68190, 2.37502], [-4.04940, -0.90490, 0.96302], [-5.07240, 1.45910, -0.34998], [4.80960, 2.99410, -0.24098], [4.08460, 3.14210, -3.70198], [2.76060, 2.35510, -6.02498], [2.10960, -2.84990, 1.36902], [-5.67640, -0.72490, 0.78802], [-3.18640, -6.57490, -0.73898], [4.24260, 1.87910, -5.46998], [-2.10940, 2.40910, 1.77702], [-1.29640, -2.16690, 1.59602], [0.09360, 2.68210, 2.10302], [3.89260, -2.17290, 4.03902], [1.72560, 1.90910, 3.23502], [0.97160, -3.25990, -3.47398], [4.58860, 0.73210, -3.44998], [1.74360, -0.98790, -0.68398], [-3.29540, 1.33610, 0.15002], [3.09660, 0.70210, -6.19198], [-2.23240, -2.27990, -2.17198], [0.11560, 2.14910, -2.55998], [1.92960, 3.62810, 4.66202], [2.27560, 0.92910, 0.12802], [-2.50040, -5.31990, 1.24602], [-2.55840, 5.23910, -0.20398], [-1.29640, 0.17310, 5.51102], [-0.87540, 3.21410, 0.56302], [2.65060, 2.87210, 1.55102], [0.36860, 1.26610, 3.88902], [-3.37840, -1.16090, -4.12598], [2.52260, 3.60410, -3.98698], [-1.53140, -3.65590, -3.10798], [1.00560, 0.34510, -4.65298], [0.70660, 0.85310, -2.12798], [-1.79540, -1.23490, 5.82802]], "atomic_forces_ev_per_a": [[3.292, -3.633, 3.194], [-0.105, -1.832, 0.797], [1.284, -0.392, -2.694], [-0.045, -1.836, 1.860], [-0.158, -2.853, -0.097], [0.149, -5.970, -2.451], [-4.848, 0.441, -0.757], [-0.749, -0.568, -0.105], [-0.309, 2.309, -0.221], [0.717, 3.886, -1.117], [-3.746, -2.001, -6.296], [-0.619, 0.641, 0.650], [2.047, 1.373, -0.454], [0.006, 6.331, 1.441], [0.025, 0.410, 3.224], [3.681, 3.567, -0.726], [1.632, 0.937, -0.471], [0.356, -1.709, -1.756], [1.399, 1.733, 1.779], [0.519, 2.396, -0.742], [1.632, -3.096, 0.293], [0.003, -0.068, -1.561], [2.208, -0.808, -0.677], [2.782, -2.092, -1.940], [-1.278, -1.024, -3.464], [-3.418, 1.058, 4.559], [-1.945, -1.425, 2.844], [-1.920, -1.256, -2.443], [4.102, -0.427, -3.541], [-0.564, -0.922, 0.044], [-2.258, -0.265, 0.961], [-1.863, -2.569, 2.150], [-0.768, -0.378, 0.838], [0.710, -2.151, -3.478], [2.477, -0.362, -3.865], [1.360, 5.616, -12.268], [4.415, 1.082, 2.699], [-2.886, -2.875, -1.580], [-1.924, 2.393, 1.832], [-3.212, 0.051, -12.441], [1.630, 0.288, 1.344], [2.052, 2.869, 2.033], [2.488, 2.942, -0.217], [3.821, -5.309, 2.253], [-4.838, -1.816, -0.144], [-2.029, 6.841, 3.795], [-0.896, -0.090, -0.042], [4.622, 0.558, -3.937], [-0.205, 1.204, 2.946], [0.895, -0.538, -0.260], [-0.817, -0.813, -0.633], [2.252, -3.115, 1.639], [3.093, -0.529, 0.167], [1.929, -2.035, -0.949], [-2.065, 1.219, 1.978], [1.746, -1.657, -1.314], [-1.993, 0.252, -0.448], [-0.517, 0.142, -0.164], [0.859, -0.986, -1.024], [0.034, 2.100, -2.135], [-1.169, -0.090, 3.652], [-2.528, 2.333, 0.085], [0.497, 1.414, 2.533], [-1.986, 2.058, -0.184], [0.533, 0.513, -0.686], [-3.791, -2.122, -0.574], [-2.298, -2.146, 2.366], [-1.919, 1.510, -0.332], [2.598, -0.546, 1.056], [1.709, 1.544, 0.547], [0.837, -0.705, -0.493], [-0.621, 0.436, 0.412], [-0.477, -1.037, -1.128], [-0.001, -0.282, -1.054], [0.082, 0.679, 0.956], [-1.951, 0.971, 1.225], [-1.413, -0.113, -0.881], [-2.255, 2.074, 1.020], [-1.165, 1.465, 1.368], [-0.045, 0.048, 1.157], [-2.543, -0.058, 0.726], [1.601, -1.835, 0.949], [0.690, -0.378, -0.950], [0.775, -0.373, -1.099], [2.216, -0.105, 0.072], [-3.094, 4.571, -2.521], [0.739, -0.021, 2.296], [-3.027, -1.444, -1.439], [-0.241, 3.802, 0.365], [0.422, -0.135, -0.362], [0.036, -0.377, 0.296], [-1.299, -2.145, -0.411], [0.707, 0.816, 2.055], [-0.725, -1.139, -2.699], [3.936, -1.373, -0.938], [0.384, 0.594, 0.261], [-2.093, -0.295, 0.010], [-0.881, 1.043, 0.931], [-2.820, -1.545, 0.208], [-0.145, 0.655, 1.316], [0.978, 1.949, 0.767], [-1.530, 5.397, 0.938], [1.693, 2.049, 0.422], [2.102, 2.027, 1.109], [-0.751, -1.270, 3.113], [-0.381, -0.361, -0.008], [1.405, 0.509, -0.837], [0.627, -0.884, 0.004], [-0.413, 1.498, -0.778], [0.322, 1.756, 0.467], [2.216, -2.456, -1.251], [-1.392, 1.608, -2.363], [-2.155, 1.473, 0.104], [0.098, -2.824, -1.563], [5.858, -5.967, 9.964], [-2.192, -8.003, 10.890]], "lowdin_charge": [0.248, -0.320, -0.149, -0.074, -0.131, -0.133, -0.076, -0.114, -0.102, -0.064, -0.254, -0.095, -0.102, -0.276, -0.039, -0.114, -0.345, -0.074, -0.077, -0.135, -0.114, -0.135, -0.121, -0.102, -0.341, -0.022, -0.252, -0.251, 0.026, -0.188, -0.260, -0.279, -0.183, -0.316, -0.289, -0.142, -0.313, -0.357, -0.278, -0.114, -0.232, -0.220, -0.206, 0.007, -0.244, 0.014, -0.250, -0.223, 0.129, 0.043, 0.124, 0.233, 0.139, 0.167, 0.100, 0.171, 0.052, 0.115, 0.120, 0.163, 0.044, 0.093, 0.149, 0.129, -0.026, 0.183, 0.151, 0.083, -0.042, 0.144, 0.142, 0.125, 0.123, 0.077, 0.030, 0.150, 0.059, 0.132, 0.134, 0.115, 0.148, 0.082, 0.123, 0.085, 0.091, 0.030, 0.152, 0.081, 0.160, 0.102, -0.003, 0.086, 0.062, 0.160, 0.053, 0.097, 0.156, -0.022, 0.141, 0.146, 0.043, 0.082, 0.072, 0.104, 0.066, 0.108, 0.126, -0.013, 0.104, 0.148, 0.181, 0.079, 0.159, 0.085, -0.008, -0.003], "lumo_ev": 1.10, "relative_energy_kcal_mol": 70.2, "gap_ev": 7.2, "total_charge": -1}